Arrangement a

Computed, not measured: the ion C8H17N4 with charge +1, with the ωB97M-V functional and the def2-TZVPD basis.

## Properties
- net charge = +1
- SMILES = [H]/N=C(\N)N/C=C\C(=[NH2+])C(C)(C)C
- E_HOMO (eV) = -13.07

Bonds (Å) are listed after each position.
Element x y z (Å)
1 C -0.28822 -1.40941 0.25273  C2 1.394, C4 1.397, H13 1.032
2 C -1.65356 -1.67119 0.14688  C1 1.394, N9 1.293, H14 1.085
3 C -3.08961 0.41049 0.07941  N9 1.424, N10 1.268, N11 1.388
4 C 0.30506 -0.19153 -0.08766  C1 1.397, C8 1.485, N12 1.374
5 C 2.30701 -0.44893 -1.45096  C8 1.567, H15 1.120, H16 1.071, H17 1.053
6 C 2.44304 -0.95185 0.97851  C8 1.559, H18 1.040, H19 1.163, H20 1.034
7 C 1.95078 1.53956 0.29838  C8 1.578, H21 1.096, H22 1.107, H23 1.126
8 C 1.77579 0.01074 -0.05005  C4 1.485, C5 1.567, C6 1.559, C7 1.578
9 N -2.73762 -0.96938 0.07640  C2 1.293, C3 1.424, H24 1.048
10 N -3.66871 0.90197 -0.93549  C3 1.268, H25 1.055
11 N -2.61204 1.12708 1.16764  C3 1.388, H26 1.047, H27 0.995
12 N -0.42392 0.68710 -0.85248  C4 1.374, H28 1.026, H29 1.098
13 H 0.30435 -2.21018 0.52207  C1 1.032
14 H -1.81344 -2.74401 0.10862  C2 1.085
15 H 2.99132 0.33363 -1.86898  C5 1.120
16 H 1.44168 -0.69252 -2.03222  C5 1.071
17 H 2.88861 -1.32211 -1.35863  C5 1.053
18 H 2.61636 -1.95683 0.77394  C6 1.040
19 H 3.49085 -0.45167 0.91570  C6 1.163
20 H 2.17111 -0.63229 1.92391  C6 1.034
21 H 1.80136 1.79054 1.35501  C7 1.096
22 H 1.30472 2.19849 -0.31250  C7 1.107
23 H 3.04372 1.74376 0.12213  C7 1.126
24 H -3.62072 -1.51505 -0.06678  N9 1.048
25 H -3.72220 1.95452 -0.97517  N10 1.055
26 H -2.53246 0.47843 1.98625  N11 1.047
27 H -3.07042 1.97860 1.40343  N11 0.995
28 H -0.13058 1.62731 -1.14089  N12 1.026
29 H -1.47227 0.38472 -0.97919  N12 1.098



Arrangement b

Computed, not measured: the ion C8H17N4 with charge +1, with the ωB97M-V functional and the def2-TZVPD basis.

## Properties
- net charge = +1
- E_HOMO (spin up / spin down) (eV) = -12.16 / -12.16

Bonds (Å) are listed after each position.
Element x y z (Å)
1 C 0.13888 0.14603 -0.28164  N9 1.334, N10 1.301
2 C -1.71034 1.62814 0.16895  N11 1.232
3 C -0.29006 1.99114 -1.72145  N9 1.455, N11 1.502, H13 1.081, H14 1.164
4 C -0.25955 -1.45944 1.51552  N10 1.513, N12 1.458, H15 1.074, H16 1.077
5 C 1.95829 1.40732 -1.50119  N9 1.414, H17 1.015, H18 1.112, H19 1.151
6 C 1.71835 -1.67457 0.01276  N10 1.448, H20 1.076, H21 1.094, H22 1.080
7 C -1.90287 3.75136 -0.72843  N11 1.472, H23 1.097, H24 1.129, H25 1.078
8 C -0.64151 -3.77157 2.39449  N12 1.523, H26 1.158, H27 1.075, H28 1.045
9 N 0.64371 1.04824 -1.12461  C1 1.334, C3 1.455, C5 1.414
10 N 0.57648 -0.87194 0.39975  C1 1.301, C4 1.513, C6 1.448
11 N -1.31477 2.40229 -0.70375  C2 1.232, C3 1.502, C7 1.472
12 N -0.48874 -2.86067 1.18355  C4 1.458, C8 1.523, H29 1.016
13 H 0.21478 2.85801 -2.12464  C3 1.081
14 H -0.94916 1.50135 -2.54704  C3 1.164
15 H 0.28274 -1.37977 2.43963  C4 1.074
16 H -1.00165 -0.67880 1.53502  C4 1.077
17 H 1.81200 1.54800 -2.49598  C5 1.015
18 H 2.17593 2.38688 -1.02178  C5 1.112
19 H 2.66725 0.52234 -1.30300  C5 1.151
20 H 1.85471 -2.38773 0.80715  C6 1.076
21 H 1.53545 -2.30941 -0.85914  C6 1.094
22 H 2.55630 -0.99936 -0.08365  C6 1.080
23 H -2.82797 3.72378 -1.31786  C7 1.097
24 H -2.40767 4.09591 0.22026  C7 1.129
25 H -1.17596 4.40959 -1.17657  C7 1.078
26 H -0.63068 -4.81527 1.89282  C8 1.158
27 H 0.32172 -3.59013 2.83639  C8 1.075
28 H -1.51825 -3.56336 2.92313  C8 1.045
29 H -1.33741 -3.05836 0.66132  N12 1.016



How do the energies compare? Relative to the most stable structure, in kJ/mol: arrangement a 0.0; arrangement b 447.1.



Arrangement a

Computed, not measured: the molecule C4H3F3, with the ωB97M-V functional and the def2-TZVPD basis.

## Properties
- E_HOMO (eV) = -9.48

Bonds (Å) are listed after each position.
Element x y z (Å)
1 C 0.48227 -0.03594 0.35498  C2 1.481, C3 1.475, H8 1.125, H9 1.070
2 C -0.92656 -0.23203 -0.05896  C1 1.481, C4 1.329, H10 1.172
3 C 1.12853 -1.27335 0.83263  C1 1.475, F5 1.320
4 C -2.03578 0.28175 0.46278  C2 1.329, F6 1.381, F7 1.341
5 F 2.37415 -0.97599 1.15320  C3 1.320
6 F -3.34564 0.12370 0.05427  C4 1.381
7 F -2.09496 1.07018 1.54531  C4 1.341
8 H 0.90669 -0.11372 -0.68395  C1 1.125
9 H 0.84647 0.87034 0.79195  C1 1.070
10 H -1.07151 -0.91278 -1.00227  C2 1.172



Arrangement b

Computed, not measured: a cluster of 2 separate species, C4H3F3 in total, with the ωB97M-V functional and the def2-TZVPD basis.

## Properties
- E_HOMO (eV) = -11.69

Bonds (Å) are listed after each position.
Element x y z (Å)
1 C -0.20648 -0.92151 -0.76175  C2 1.318, C3 1.487, H8 1.132
2 C 0.55141 -1.03040 0.31119  C1 1.318, C4 1.539, H9 1.199
3 C -0.34347 0.55592 -0.66164  C1 1.487, C4 1.511, H10 1.075
4 C 0.34516 0.44983 0.67868  C2 1.539, C3 1.511, F6 1.408, F7 1.366
5 F -2.08002 1.13782 -0.50131  no bonds
6 F 1.51138 1.21719 0.86481  C4 1.408
7 F -0.34540 0.63331 1.84252  C4 1.366
8 H -0.63958 -1.62178 -1.53787  C1 1.132
9 H 1.17519 -1.86011 0.91081  C2 1.199
10 H 0.03180 1.43972 -1.14543  C3 1.075



Arrangement c

Computed, not measured: the molecule C4H3F3, with the ωB97M-V functional and the def2-TZVPD basis.

## Properties
- E_HOMO (eV) = -9.76

Bonds (Å) are listed after each position.
Element x y z (Å)
1 C 0.00276 1.06697 0.01317  C2 1.321, C3 1.493, F5 1.400
2 C 1.22581 0.63247 0.25631  C1 1.321, F6 1.286
3 C -0.89561 -0.11845 -0.11236  C1 1.493, C4 1.494, H8 1.088, H9 1.194
4 C 0.18214 -1.15286 -0.12223  C3 1.494, F7 1.403, H10 1.141
5 F -0.51473 2.36673 -0.03542  C1 1.400
6 F 2.36526 1.21997 0.35277  C2 1.286
7 F 0.14278 -1.96444 1.02192  C4 1.403
8 H -1.40790 -0.03478 0.84371  C3 1.088
9 H -1.45975 -0.23691 -1.15809  C3 1.194
10 H 0.35924 -1.77871 -1.05979  C4 1.141



How do the energies compare? Relative to the most stable structure, in kJ/mol: arrangement a 66.3; arrangement b 0.0; arrangement c 83.5.